DFT (ωB97M-V with the def2-TZVPD basis set) results for C14H31BrO9P2 as an isolated structure.

Each line ends with the Mulliken charge.
CARTESIAN COORDINATES (ANGSTROEM)
C 2.738 1.089 1.239  0.13
C 1.950 1.173 0.349  -0.54
C 0.732 1.218 -0.470  -0.41
O 0.038 2.473 -0.354  -0.32
P -1.097 2.471 0.763  0.85
O -0.853 1.529 1.840  -0.66
O -2.476 2.178 0.031  0.04
C -3.621 2.133 0.918  -0.77
C -4.401 0.841 0.760  -0.48
C -5.205 0.877 -0.575  -0.77
O -1.028 3.978 1.380  -0.41
P -2.049 5.114 0.665  0.42
O -3.136 5.284 1.877  -0.43
Br -0.841 7.024 0.664  -0.27
H 3.428 1.002 2.042  0.42
H 1.041 1.092 -1.510  0.35
H 0.072 0.381 -0.244  0.27
H -4.279 2.950 0.604  0.50
H -3.366 2.357 1.958  0.42
H -5.144 0.780 1.559  0.31
H -3.775 -0.048 0.831  0.32
H -4.877 0.072 -1.237  0.00
H -6.278 0.799 -0.403  0.35
H -5.005 1.795 -1.132  0.30
H -2.956 4.618 2.556  0.37
C 6.384 -1.942 5.707  -0.66
O 6.965 -2.823 4.762  -0.38
C 6.008 -3.415 3.895  -0.49
C 6.004 -2.750 2.535  -0.53
O 5.531 -1.412 2.609  -0.29
C 6.579 -0.458 2.562  -0.81
H 7.190 -1.388 6.186  0.24
H 5.704 -1.231 5.231  0.26
H 5.844 -2.509 6.472  0.32
H 5.010 -3.387 4.341  0.33
H 6.294 -4.464 3.771  0.37
H 5.318 -3.295 1.879  0.35
H 7.000 -2.785 2.085  0.35
H 6.992 -0.399 1.550  0.34
H 7.376 -0.698 3.269  0.38
H 6.160 0.513 2.824  0.23
C -3.420 -2.491 -3.059  -0.83
O -3.744 -1.129 -3.283  -0.35
C -2.620 -0.353 -3.675  -0.15
C -2.622 -0.086 -5.165  -0.73
O -2.418 -1.278 -5.909  -0.37
C -3.615 -1.793 -6.466  -0.69
H -4.353 -3.045 -2.963  0.25
H -2.846 -2.910 -3.889  0.39
H -2.851 -2.598 -2.129  0.30
H -1.688 -0.838 -3.371  0.34
H -2.691 0.604 -3.147  0.24
H -1.791 0.586 -5.402  0.37
H -3.551 0.407 -5.466  0.36
H -3.943 -1.167 -7.304  0.32
H -4.413 -1.855 -5.723  0.29
H -3.405 -2.794 -6.840  0.24

For the HOMO energy, the calculation gives -9.31 eV. The value obtained for the total energy is -122067.79339 eV. Its frontier orbital gap is 9.93 eV. Its total charge is 0. The calculation puts the largest force on an atom at 1.61 eV/A.

=====

DFT (ωB97M-V with the def2-TZVPD basis set) results for an isolated ion of composition C6H7Cl4N2O and charge +1.

Each line ends with the Mulliken charge.
CARTESIAN COORDINATES (ANGSTROEM)
C -1.221 -1.796 1.536  -1.41
C -0.555 -0.687 0.915  0.85
N -1.191 0.154 0.263  -0.36
C -0.485 0.942 -0.629  -0.11
C -1.172 2.303 -0.965  0.55
Cl -1.806 2.926 0.571  -0.07
Cl 0.081 3.450 -1.461  -0.14
Cl -2.511 2.050 -2.116  -0.06
N 0.650 0.612 -1.155  0.00
C 1.517 -0.418 -0.491  -0.20
O 1.551 -1.542 -1.243  -0.48
C 0.927 -0.680 0.939  -0.15
Cl 1.550 0.603 2.102  -0.10
H -0.965 -2.786 0.934  0.32
H -2.254 -1.827 1.501  0.45
H -0.724 -1.968 2.524  0.34
H 1.033 1.275 -1.819  0.23
H 2.355 0.265 -0.521  0.50
H 1.896 -1.208 -2.115  0.38
H 1.325 -1.668 1.229  0.47

For the HOMO energy, the calculation gives -14.75 eV. The value obtained for the total energy is -61444.76965 eV. Its frontier orbital gap is 9.44 eV. As for the SMILES: CC1=NC(C(Cl)(Cl)Cl)=[NH+][C@H](O)[C@H]1Cl. Its total charge is +1. The calculation puts the largest force on an atom at 4.32 eV/A.

=====

DFT (ωB97M-V with the def2-TZVPD basis set) results for C32H25N9O4STl as an isolated structure.

Each line ends with the Mulliken charge.
CARTESIAN COORDINATES (ANGSTROEM)
Tl -0.345 -0.669 -0.070  1.89
C 0.203 -3.587 3.200  -0.46
O 0.831 -2.744 4.165  -0.52
C 0.856 -1.382 4.064  0.33
C 1.547 -0.755 5.083  -0.67
C 1.633 0.636 5.170  -0.69
C 1.003 1.400 4.215  -0.91
C 0.312 0.793 3.157  0.75
C -0.336 1.687 2.207  -0.70
N -0.840 1.358 1.077  0.63
N -1.500 2.357 0.378  -1.25
C -1.382 2.146 -0.910  0.21
O -0.670 1.249 -1.469  -0.62
C -2.196 3.037 -1.795  0.29
C -2.674 2.530 -2.999  -0.02
C -3.454 3.318 -3.833  -0.71
C -3.750 4.627 -3.476  -0.42
C -3.273 5.137 -2.275  -0.61
C -2.505 4.345 -1.434  -0.45
C 0.221 -0.614 3.044  0.98
O -0.447 -1.191 2.084  -0.86
H 0.418 -4.599 3.542  0.27
H 0.616 -3.445 2.206  0.08
H -0.872 -3.425 3.160  0.22
H 2.011 -1.389 5.829  0.43
H 2.171 1.097 5.988  0.38
H 1.035 2.482 4.262  0.36
H -0.409 2.739 2.492  0.34
H -2.447 1.502 -3.255  0.42
H -3.832 2.908 -4.762  0.43
H -4.353 5.247 -4.129  0.37
H -3.502 6.158 -1.991  0.36
H -2.139 4.722 -0.489  0.46
N -4.737 -1.081 -1.359  -0.48
C -3.386 -1.219 -1.236  0.51
S -2.768 -1.487 0.344  -0.51
N -2.730 -1.159 -2.379  -1.14
N -1.390 -1.240 -2.244  1.14
C -0.689 -1.329 -3.303  -0.31
C -1.283 -1.430 -4.664  -0.87
C -1.790 -2.638 -5.126  0.01
C -2.339 -2.722 -6.398  -0.72
C -2.387 -1.599 -7.212  -0.36
C -1.880 -0.390 -6.752  -0.95
C -1.325 -0.307 -5.484  0.26
C 0.775 -1.215 -3.167  0.72
C 1.601 -1.532 -4.241  -0.83
C 2.964 -1.344 -4.125  -0.63
C 3.465 -0.809 -2.952  -1.05
C 2.579 -0.530 -1.926  -0.57
N 1.269 -0.749 -2.012  0.43
H -5.238 -0.819 -0.529  0.23
H -5.047 -0.690 -2.236  0.23
H -1.763 -3.507 -4.480  0.50
H -2.736 -3.666 -6.751  0.41
H -2.819 -1.664 -8.202  0.39
H -1.916 0.490 -7.381  0.42
H -0.925 0.632 -5.118  0.54
H 1.163 -1.917 -5.151  0.54
H 3.624 -1.598 -4.945  0.42
H 4.520 -0.617 -2.816  0.45
H 2.922 -0.096 -1.000  0.77
N 3.935 -1.604 1.486  -0.50
C 2.764 -1.896 0.840  1.05
O 1.881 -1.008 0.819  -0.65
C 2.638 -3.159 0.203  0.87
C 1.428 -3.467 -0.454  -0.29
N 0.419 -3.674 -0.982  -0.61
C 3.699 -4.089 0.249  -0.57
N 4.599 -4.810 0.343  -0.64
H 3.877 -0.827 2.124  0.28
H 4.562 -2.355 1.722  0.21

For the HOMO energy, the calculation gives -4.67 eV. The value obtained for the total energy is -70720.69203 eV. Its frontier orbital gap is 6.85 eV. The energy above the lowest of the compared OMol25 structures with the same formula, charge and spin comes out at 17.6 kJ/mol. Its total charge is -1. The calculation puts the largest force on an atom at 0.59 eV/A.

=====

DFT (ωB97M-V with the def2-TZVPD basis set) results for one molecule with the formula C3H8OS.

Each line ends with the Mulliken charge.
CARTESIAN COORDINATES (ANGSTROEM)
C 1.959 0.852 -0.130  -0.75
C 1.148 -0.361 0.149  -0.45
S -0.765 0.238 0.377  0.58
C -1.740 -1.113 -0.346  -0.98
O -0.996 1.408 -0.439  -0.62
H 2.666 0.585 -0.918  0.28
H 1.309 1.618 -0.551  0.26
H 2.517 1.270 0.712  0.27
H 1.367 -0.829 1.114  0.19
H -1.697 0.404 1.493  0.14
H -1.200 -1.480 -1.211  0.34
H -1.872 -1.902 0.389  0.36
H -2.696 -0.691 -0.640  0.37

For the HOMO energy, the calculation gives -7.84 eV. The value obtained for the total energy is -16118.81350 eV. Its frontier orbital gap is 8.04 eV. As for the SMILES: CC=[S@H](C)=O. The energy above the lowest of the compared OMol25 structures with the same formula, charge and spin comes out at 426.8 kJ/mol. Its total charge is 0. The calculation puts the largest force on an atom at 2.25 eV/A.

=====

DFT (ωB97M-V with the def2-TZVPD basis set) results for a 2-piece molecular cluster, C26H34F3N2O6S2Si overall.

Each line ends with the Mulliken charge.
CARTESIAN COORDINATES (ANGSTROEM)
C 4.573 -0.918 0.871  -0.91
Si 5.471 -0.449 -0.810  0.27
C 6.704 -1.822 -1.395  -0.95
C 4.084 -0.160 -2.167  -0.71
C 2.968 -1.400 -2.049  0.18
C 1.813 -1.099 -3.172  -0.68
C 0.790 -2.342 -3.474  -0.26
C 1.319 -3.817 -2.996  -0.82
C 1.006 -4.204 -1.436  -0.04
C -0.490 -3.765 -0.900  -0.59
C -0.271 -2.525 0.149  0.09
C -1.647 -1.657 0.473  0.20
C -1.923 -1.264 2.028  -0.42
N -3.092 -0.446 2.497  -0.35
C -3.954 -0.025 1.341  0.28
C -5.268 0.933 1.702  -0.08
O -5.461 1.335 3.130  -0.35
C -6.345 1.502 0.603  -0.55
C -6.066 1.067 -0.983  0.20
S -7.283 1.754 -2.251  1.06
C -6.679 3.499 -2.698  -0.80
O -8.685 1.752 -1.565  -0.61
O -7.272 0.822 -3.486  -0.62
C -4.761 0.116 -1.344  -0.59
C -3.678 -0.445 -0.206  0.50
N -2.513 -1.263 -0.690  -0.29
C 6.338 1.247 -0.511  0.40
C 6.797 1.600 1.036  -0.22
C 7.504 3.013 1.471  -0.40
C 7.800 4.178 0.317  -0.36
C 7.370 3.825 -1.231  -0.33
C 6.646 2.382 -1.660  -0.26
H 3.819 -0.064 1.222  0.25
H 3.887 -1.850 0.622  0.23
H 5.386 -1.136 1.687  0.32
H 6.843 -1.813 -2.578  0.28
H 6.285 -2.864 -1.033  0.28
H 7.766 -1.672 -0.923  0.31
H 4.584 -0.099 -3.223  0.32
H 3.601 0.897 -1.948  0.30
H 3.581 -2.383 -2.216  0.15
H 2.505 -1.288 -0.973  -0.21
H 1.154 -0.204 -2.743  0.23
H 2.333 -0.687 -4.144  0.30
H -0.264 -2.032 -3.073  0.12
H 0.680 -2.399 -4.662  0.36
H 2.474 -3.988 -3.193  0.29
H 0.763 -4.628 -3.666  0.34
H 1.810 -3.633 -0.763  -0.12
H 1.212 -5.360 -1.224  0.36
H -1.233 -3.538 -1.786  0.31
H -0.919 -4.706 -0.304  0.29
H 0.455 -1.752 -0.400  -0.20
H 0.171 -2.942 1.151  0.31
H -1.141 -1.631 2.844  0.25
H -4.919 2.189 3.205  0.32
H -7.261 2.201 0.913  0.33
H -7.505 4.067 -3.304  0.31
H -5.697 3.346 -3.317  0.32
H -6.381 4.016 -1.687  0.32
H -4.598 -0.142 -2.498  0.27
H 6.606 0.792 1.867  0.08
H 7.832 3.248 2.571  0.28
H 8.300 5.208 0.575  0.28
H 7.593 4.618 -2.086  0.24
H 6.366 2.192 -2.790  0.22
C -7.069 1.420 7.230  0.58
F -8.370 1.856 7.204  -0.24
F -6.938 0.709 8.396  -0.24
F -6.964 0.500 6.219  -0.23
S -5.831 2.812 7.082  1.13
O -6.087 3.690 8.233  -0.67
O -6.115 3.456 5.792  -0.66
O -4.510 2.171 7.128  -0.67

For the HOMO energy, the calculation gives -5.65 eV. The value obtained for the total energy is -80458.18422 eV. Its frontier orbital gap is 5.78 eV. The energy above the lowest of the compared OMol25 structures with the same formula, charge and spin comes out at 2352.7 kJ/mol. Its total charge is -1. The calculation puts the largest force on an atom at 6.94 eV/A.

=====

DFT (ωB97M-V with the def2-TZVPD basis set) results for C3H8NS2 as an isolated structure.

Each line ends with the Mulliken charge.
CARTESIAN COORDINATES (ANGSTROEM)
C 1.784 1.064 -0.381  -0.62
C 0.518 1.104 0.031  0.35
C -0.460 -1.499 -0.053  -0.35
N -0.514 0.348 -0.507  -0.31
S 0.023 1.900 1.494  -0.20
S -2.023 -1.955 0.717  -0.06
H 2.631 1.411 0.254  0.22
H 2.045 0.639 -1.420  0.22
H 0.121 -1.727 0.781  0.31
H -0.499 -1.822 -1.081  0.39
H -1.365 0.616 -0.040  0.33
H -0.648 0.395 -1.570  0.40
H 1.193 1.632 2.013  0.16
H -2.807 -2.106 -0.238  0.16

For the HOMO energy, the calculation gives -13.05 eV. The value obtained for the total energy is -26391.52320 eV. Its frontier orbital gap is 8.48 eV. The energy above the lowest of the compared OMol25 structures with the same formula, charge and spin comes out at 267.0 kJ/mol. Its total charge is +1. The calculation puts the largest force on an atom at 5.16 eV/A.